Computed, not measured: C5H6O2 in the gas phase at a distorted geometry, with ωB97M-V/def2-TZVPD.

ORCA input file:
```
! RIJCOSX wB97M-V def2-TZVPD def2/J DEFGRID3
* xyz 0 1
C -1.5266 -0.6449 0.1309
C -0.2370 0.7184 0.2062
C 0.9736 1.1577 -0.1771
C 1.8449 0.0599 -0.0469
C -0.1072 -0.6298 -0.2757
H -2.1982 -1.4681 -0.3935
H -1.7277 -0.6531 1.2094
H -0.5306 0.6525 1.3472
H 1.2705 2.0966 0.0119
H 2.9181 -0.1423 -0.1919
H -0.3346 -0.7475 -1.3461
O -1.5354 0.7062 -0.4236
O 1.1902 -1.1056 -0.0509
*
```

Summary:
Highest occupied orbital energy in eV: -8.99
Electronic energy in hartree: -344.38209
M in g/mol: 98.1

---

Computed, not measured: C17H47BrFGaO11PS as an isolated structure at a distorted geometry, with ωB97M-V/def2-TZVPD.

ORCA input file:
```
! RIJCOSX wB97M-V def2-TZVPD def2/J DEFGRID3
* xyz -1 1
C -0.3877 7.3658 -0.7184
C -0.6333 5.8507 -1.0279
C -0.8789 5.3168 -2.3667
C -1.0754 3.9003 -2.6522
C -1.0254 2.9632 -1.5298
C -0.7713 3.5053 -0.2042
C -0.6705 2.4974 0.9968
Ga 1.3477 2.1660 1.2790
F 2.1330 3.8736 1.3346
Br 1.8659 0.9811 3.3137
P 2.3704 1.1027 -0.5954
O 1.8523 -0.5266 -0.6811
O 2.0061 1.8610 -2.0545
S 4.2919 1.3114 -0.3299
C -0.5770 4.9132 0.0997
H -1.3880 7.8580 -0.5301
H 0.2773 7.3874 0.1885
H 0.1887 7.8124 -1.5669
H -0.8935 6.0650 -3.1971
H -1.2428 3.4936 -3.6779
H -1.1761 1.8644 -1.6752
H -1.2378 1.5596 0.7465
H -1.1442 2.9709 1.8929
H 0.9021 -0.5378 -0.9181
H 1.5227 1.2576 -2.6479
H -0.3755 5.2251 1.1458
C 6.0146 -0.2120 -3.9112
O 6.6454 -0.8467 -2.8104
H 6.3762 -0.6692 -4.8325
H 4.9318 -0.3440 -3.8418
H 6.2619 0.8527 -3.9140
H 6.3085 -0.4242 -2.0083
C -0.4921 3.5208 4.7333
O -1.3821 4.3848 4.0290
H -0.3037 2.6391 4.1236
H 0.4525 4.0365 4.9213
H -0.9466 3.2147 5.6805
H -1.5332 5.1557 4.5857
C 3.5319 -3.7546 1.2027
O 3.8212 -2.4335 0.7860
H 4.4341 -4.1963 1.6247
H 2.7458 -3.7364 1.9649
H 3.2053 -4.3491 0.3428
H 3.0059 -2.0644 0.4160
C -2.2007 1.4508 -6.3177
O -0.9407 1.4883 -5.6613
H -2.8387 2.2221 -5.8896
H -2.0703 1.6425 -7.3862
H -2.6687 0.4737 -6.1708
H -0.3931 0.7998 -6.0537
C -0.5172 -4.4386 1.4826
O -0.9113 -3.1147 1.1337
H -1.3572 -5.1080 1.3223
H 0.3200 -4.7512 0.8525
H -0.2257 -4.4699 2.5360
H -0.1521 -2.5387 1.2838
C -2.8207 -6.1822 -1.1977
O -2.0409 -5.0310 -1.4889
H -2.4487 -7.0145 -1.7938
H -2.7347 -6.4323 -0.1369
H -3.8686 -5.9969 -1.4517
H -2.3865 -4.3087 -0.9505
C -1.3380 -8.7272 2.0282
O -0.9174 -7.4098 1.6894
H -2.3614 -8.6829 2.3979
H -1.3008 -9.3671 1.1417
H -0.6900 -9.1303 2.8070
H -0.0116 -7.4729 1.3662
C -3.1088 10.4164 -1.9271
O -2.4510 9.7950 -0.8313
H -2.7583 9.9560 -2.8493
H -4.1896 10.2757 -1.8417
H -2.8747 11.4844 -1.9454
H -2.7754 10.2185 -0.0287
C -0.6163 -9.0838 6.2696
O -0.2311 -8.5084 5.0281
H -0.5062 -10.1649 6.2011
H 0.0247 -8.7063 7.0703
H -1.6601 -8.8409 6.4849
H -0.3364 -7.5537 5.1107
*
```

Summary:
Highest occupied orbital energy in eV: -4.87
Electronic energy in hartree: -6841.82538
M in g/mol: 659.2

---

Computed, not measured: C4H5NO in the gas phase, with ωB97M-V/def2-TZVPD.

ORCA input file:
```
! RIJCOSX wB97M-V def2-TZVPD def2/J DEFGRID3
* xyz 0 1
O -0.2518 0.2786 -1.4033
C -1.3121 -0.2445 -0.6728
C -1.1823 -1.1396 0.2936
C 1.4295 0.7620 0.5862
C 0.8222 0.6009 -0.6945
N 1.9757 1.0583 -0.8388
H -2.2524 0.1789 -1.0071
H -0.2186 -1.5538 0.5708
H -2.0558 -1.4706 0.8415
H 1.8634 -0.0895 1.1122
H 1.1822 1.6194 1.2122
*
```

Summary:
Highest occupied orbital energy in eV: -9.87
SMILES string: C=COC1=NC1
Electronic energy in hartree: -285.30087
M in g/mol: 83.1

---

Computed, not measured: C13H16N2O2S in the gas phase at a distorted geometry, with ωB97M-V/def2-TZVPD.

ORCA input file:
```
! RIJCOSX wB97M-V def2-TZVPD def2/J DEFGRID3
* xyz 0 1
C 2.7590 -4.4547 2.5024
C 1.8630 -3.9687 3.6347
C 0.4408 -3.6908 3.1424
C 0.3979 -2.4616 2.2642
O 1.0742 -1.4716 2.4725
N -0.4891 -2.5477 1.2262
C -0.8099 -1.5916 0.2595
N -0.1377 -0.4352 0.3515
C -0.1825 0.7289 -0.4029
C 0.6751 1.7572 0.0042
C 0.7110 2.9569 -0.6698
C -0.1115 3.1683 -1.7780
C -0.9615 2.1361 -2.1787
C -1.0054 0.9318 -1.5096
H -1.6727 0.1560 -1.8429
H -1.5950 2.3034 -3.0367
C -0.1334 4.4312 -2.5550
O -0.8436 4.5624 -3.5277
C 0.7662 5.5473 -2.0795
H 0.6363 6.4101 -2.7278
H 0.5143 5.8233 -1.0580
H 1.8060 5.2292 -2.1107
H 1.3849 3.7260 -0.3271
H 1.3149 1.6000 0.8613
H 0.5257 -0.4138 1.1367
S -1.9577 -2.0412 -0.8327
H -1.0231 -3.4010 1.1131
H 0.0462 -4.5579 2.6108
H -0.2083 -3.4895 3.9995
H 2.2714 -3.0487 4.0553
H 1.8269 -4.7208 4.4243
H 3.7613 -4.6530 2.8727
H 2.8273 -3.7018 1.7204
H 2.3673 -5.3719 2.0668
*
```

Summary:
Highest occupied orbital energy in eV: -8.58
SMILES string: CCCC(=O)NC(=S)Nc1ccc(C(C)=O)cc1
Electronic energy in hartree: -1163.20325
M in g/mol: 264.3

---

Computed, not measured: a 2-piece molecular cluster, C4H7NO4 overall at a distorted geometry, with ωB97M-V/def2-TZVPD.

ORCA input file:
```
! RIJCOSX wB97M-V def2-TZVPD def2/J DEFGRID3
* xyz 0 1
C 0.4953 0.6896 1.3063
C -0.4854 -0.1288 2.0845
C -0.5017 -0.0882 -1.9887
C 0.7671 -0.7660 -1.5489
O -0.1133 1.5553 0.4805
O 1.7158 0.6093 1.3756
O -1.5785 -0.5079 -1.3285
N 0.8814 -1.1724 -0.3710
O -0.5451 0.6419 -2.9458
H 0.5476 2.0763 -0.0044
H 1.8199 -1.1052 0.1621
H -2.3801 -0.1212 -1.7200
H 1.5666 -0.7155 -2.3008
H -1.1346 0.5355 2.6633
H 0.0449 -0.8100 2.7432
H -1.1000 -0.6928 1.3925
*
```

Summary:
Highest occupied orbital energy in eV: -9.97
SMILES string: [H]/N=C/C(=O)O.CC(=O)O
Electronic energy in hartree: -512.32830
M in g/mol: 133.1

---

Computed, not measured: a 2-piece molecular cluster, CH9N2O overall at a distorted geometry, with ωB97M-V/def2-TZVPD.

ORCA input file:
```
! RIJCOSX wB97M-V def2-TZVPD def2/J DEFGRID3
* xyz 2 2
O 1.6553 0.6635 -2.0007
H 2.5698 1.1098 -1.7754
H 0.0093 0.2483 -1.1404
H 1.5163 1.0095 -2.8303
N -0.6266 -0.2153 -0.4678
C -0.2095 0.0917 1.0397
N -0.9714 -0.9216 1.7398
H -1.5943 0.0496 -0.5516
H -0.5795 -1.2771 -0.6621
H 0.8071 -0.0430 1.1859
H -0.3867 1.1810 1.1830
H -1.8016 -0.4868 1.9059
H -0.3882 -1.4096 2.3740
*
```

Summary:
Highest occupied orbital energy (spin up / spin down) in eV: -19.87 / -19.84
Electronic energy in hartree: -227.42627
M in g/mol: 65.1

---

Computed, not measured: C3H5NO2 in the gas phase at a distorted geometry, with ωB97M-V/def2-TZVPD.

ORCA input file:
```
! RIJCOSX wB97M-V def2-TZVPD def2/J DEFGRID3
* xyz 0 1
C -1.4064 -0.6877 -0.0339
C -0.1011 -1.0284 -0.0950
C 0.9918 -0.0889 0.0464
H -1.5691 1.3828 0.0372
H -2.9546 0.6356 0.3714
H -2.0934 -1.4633 -0.1997
H 0.1271 -2.0572 -0.0695
H 1.4637 1.6180 -0.1592
N -2.0017 0.5293 0.0785
O 0.6035 1.1833 -0.1231
O 2.1630 -0.3072 0.1188
*
```

Summary:
Highest occupied orbital energy in eV: -8.84
SMILES string: N/C=C\C(=O)O
Electronic energy in hartree: -322.55061
M in g/mol: 87.1

---

Copy entry 7 word for word.
Computed, not measured: C3H5NO2 in the gas phase at a distorted geometry, with ωB97M-V/def2-TZVPD.

ORCA input file:
```
! RIJCOSX wB97M-V def2-TZVPD def2/J DEFGRID3
* xyz 0 1
C -1.4064 -0.6877 -0.0339
C -0.1011 -1.0284 -0.0950
C 0.9918 -0.0889 0.0464
H -1.5691 1.3828 0.0372
H -2.9546 0.6356 0.3714
H -2.0934 -1.4633 -0.1997
H 0.1271 -2.0572 -0.0695
H 1.4637 1.6180 -0.1592
N -2.0017 0.5293 0.0785
O 0.6035 1.1833 -0.1231
O 2.1630 -0.3072 0.1188
*
```

Summary:
Highest occupied orbital energy in eV: -8.84
SMILES string: N/C=C\C(=O)O
Electronic energy in hartree: -322.55061
M in g/mol: 87.1

---

- What is the M in the second record?
  659.2 g/mol

---

- Which value of M does entry 2 give?
  659.2 g/mol